Record 1
97
Properties=species:S:1:pos:R:3:forces:R:3:lowdin_spin:R:1 method="wB97M-V/def2-TZVPD" total_energy_ev=-166810.8010 orbital_gap_ev="5.8 / 5.8" spin_multiplicity=3
Mo -0.1510 0.0870 -0.2920 -0.20 -0.05 0.40 0.22
C 3.0555 1.6437 -2.9826 0.04 -0.04 0.03 0.00
C 1.8196 1.3946 -2.1884 0.02 -0.06 0.03 0.01
N 1.4612 0.2378 -1.7269 0.26 0.13 -0.13 -0.01
N 2.2738 -0.8178 -2.0466 -0.05 0.02 0.04 0.00
C 1.6085 -1.9437 -2.0456 0.07 0.02 0.01 0.00
N 2.2978 -3.0700 -2.3445 0.02 0.01 -0.03 0.00
S -0.0666 -2.0565 -1.7047 -0.06 -0.04 0.00 0.00
C 0.8910 2.4736 -1.9002 -0.02 0.03 0.04 0.00
C 1.0706 3.7704 -2.3769 -0.02 -0.07 0.05 0.00
C 0.0742 4.7042 -2.1826 -0.03 -0.01 0.01 0.00
C -1.0808 4.3222 -1.5135 0.01 -0.01 -0.02 0.00
C -1.1737 3.0354 -1.0247 -0.02 0.00 0.02 0.00
N -0.2067 2.1245 -1.1968 0.04 0.07 -0.04 0.01
H 3.5427 0.7057 -3.2219 -0.01 0.00 0.01 0.00
H 2.8276 2.1812 -3.9037 -0.01 0.00 -0.02 0.00
H 3.7415 2.2528 -2.3875 0.02 0.01 0.01 0.00
H 3.2113 -2.9682 -2.7538 0.00 -0.02 0.01 0.00
H 1.7985 -3.9309 -2.4765 0.00 0.04 0.01 0.00
H 1.9822 4.0252 -2.8948 0.02 0.00 -0.02 0.00
H 0.1889 5.7131 -2.5558 0.00 0.01 0.00 0.00
H -1.8974 5.0100 -1.3508 -0.02 0.02 0.00 0.00
H -2.0447 2.7048 -0.4761 0.02 0.02 -0.02 0.01
Br -4.8955 -8.4462 -0.8788 0.00 -0.01 0.00 0.00
C -5.5316 -6.7092 -1.2785 -0.02 0.00 0.03 0.00
C -6.7687 -6.3093 -0.8006 0.03 -0.03 0.00 0.00
C -7.2340 -5.0405 -1.1075 0.03 0.02 -0.05 0.00
C -6.4445 -4.1731 -1.8482 -0.03 -0.05 -0.07 0.00
C -5.2137 -4.5891 -2.3405 -0.01 -0.10 -0.03 0.00
C -4.7562 -5.8642 -2.0576 0.01 0.01 -0.02 0.00
N -7.0091 -2.9019 -2.2062 -0.18 -0.09 0.09 0.00
N -6.4054 -1.8420 -2.0147 0.15 0.13 -0.14 0.00
C -5.1494 -1.7832 -1.3341 -0.06 0.05 0.09 0.00
C -4.8782 -2.4308 -0.1494 0.08 0.07 0.05 0.00
C -3.6636 -2.2684 0.5248 -0.01 0.01 -0.02 0.00
C -2.6863 -1.4343 0.0077 -0.07 -0.01 -0.01 0.00
O -1.5101 -1.2705 0.5416 0.08 0.00 -0.01 0.00
C -2.9815 -0.7152 -1.1822 -0.05 -0.02 0.00 0.00
N -1.9855 0.1021 -1.6234 0.05 0.06 -0.07 0.00
C -2.1425 0.7024 -2.7830 -0.02 -0.01 0.01 0.00
C -3.3229 0.5968 -3.5374 0.02 -0.01 0.03 0.00
C -4.3543 -0.1735 -3.0799 0.00 0.01 -0.01 0.00
C -4.1968 -0.8821 -1.8688 0.01 0.00 0.05 0.00
H -7.3675 -6.9857 -0.2073 0.00 -0.01 0.00 0.00
H -8.2088 -4.7144 -0.7700 -0.01 0.01 0.00 0.00
H -4.6106 -3.9185 -2.9385 0.00 0.00 -0.01 0.00
H -3.8008 -6.1990 -2.4352 0.01 -0.01 0.00 0.00
H -5.6222 -3.0893 0.2782 0.01 0.02 0.02 0.00
H -3.4674 -2.7985 1.4457 0.01 -0.01 0.02 0.00
H -1.3178 1.2970 -3.1493 0.00 -0.01 0.00 0.00
H -3.3937 1.1341 -4.4721 0.00 0.00 -0.01 0.00
H -5.2795 -0.2638 -3.6323 -0.01 -0.01 0.00 0.00
S -1.4968 1.1293 1.4328 0.03 -0.07 -0.07 0.30
C -0.4474 2.3163 2.0412 -0.05 0.02 0.08 0.07
N -0.9701 3.0875 3.0407 0.00 0.01 0.00 0.41
N -0.1726 4.0182 3.5580 -0.13 0.01 0.25 0.23
C 0.6700 4.9290 2.9019 0.17 0.12 -0.03 0.01
C 0.5128 5.2437 1.5573 -0.02 0.06 -0.03 0.03
C 1.3481 6.1807 0.9718 -0.03 -0.01 -0.03 0.00
C 2.3348 6.8167 1.7116 0.01 -0.02 0.07 0.03
C 2.4717 6.5150 3.0611 0.02 0.04 -0.06 0.00
C 1.6451 5.5788 3.6562 -0.04 -0.06 -0.04 0.03
N 0.8225 2.3580 1.6993 0.05 -0.05 -0.12 0.19
N 1.2321 1.4211 0.8512 -0.11 -0.08 -0.14 0.32
C 2.6316 1.5683 0.6317 0.10 -0.03 -0.06 0.01
C 3.1877 2.8489 0.5363 -0.04 -0.02 -0.02 0.03
C 4.5505 3.0126 0.3507 -0.01 0.01 0.01 0.00
C 5.3869 1.9074 0.2664 -0.02 -0.03 -0.02 0.03
C 4.8374 0.6367 0.3655 0.03 0.06 -0.02 0.00
C 3.4748 0.4615 0.5452 -0.01 -0.10 -0.07 0.03
H -0.4770 4.3094 4.4762 -0.04 -0.04 -0.09 0.00
H -0.2640 4.7631 0.9801 0.01 0.00 0.03 0.00
H 1.2199 6.4197 -0.0768 0.01 0.01 -0.01 0.00
H 2.9854 7.5434 1.2455 0.01 0.02 -0.01 0.00
H 3.2328 7.0048 3.6538 0.01 0.01 0.00 0.00
H 1.7657 5.3290 4.7030 -0.01 -0.02 0.01 0.00
H 2.5434 3.7120 0.6254 -0.04 0.02 0.02 0.00
H 4.9582 4.0136 0.2842 0.01 0.01 0.00 0.00
H 6.4529 2.0347 0.1322 0.01 0.00 0.00 0.00
H 5.4727 -0.2378 0.3131 0.03 -0.01 0.00 0.00
H 3.0657 -0.5355 0.6175 0.09 0.14 -0.07 0.00
O 0.5622 -0.6197 2.8450 0.00 0.03 0.11 0.01
C 1.1281 -1.3130 2.0296 -0.06 -0.12 0.08 0.00
O 1.0646 -1.2047 0.7309 -0.10 -0.04 -0.11 0.02
C 2.0410 -2.4360 2.4662 0.01 0.01 0.03 0.00
C 2.6136 -3.3047 1.5430 0.00 0.00 0.01 0.00
C 3.4528 -4.3205 1.9701 -0.01 0.03 0.03 0.00
C 3.6988 -4.4420 3.3258 -0.03 -0.01 -0.01 0.00
C 3.1412 -3.5944 4.2671 -0.02 0.01 -0.05 0.00
C 2.3050 -2.5848 3.8233 0.00 0.00 0.00 0.00
N 4.5933 -5.5195 3.7862 0.06 0.10 -0.01 0.00
O 5.1213 -6.2141 2.9420 0.01 -0.09 -0.07 0.00
O 4.7624 -5.6408 4.9815 -0.01 -0.04 0.09 0.00
H 2.3950 -3.1815 0.4918 -0.01 0.00 -0.02 0.00
H 3.9120 -5.0099 1.2783 0.00 -0.01 0.00 0.00
H 3.3645 -3.7332 5.3136 0.00 0.00 0.01 0.00
H 1.8438 -1.8953 4.5164 -0.01 0.01 0.00 0.00

Record 2
94
Properties=species:S:1:pos:R:3:forces:R:3:lowdin_spin:R:1 method="wB97M-V/def2-TZVPD" total_energy_ev=-385123.5289 total_charge=-1 orbital_gap_ev="4.1 / 4.4" spin_multiplicity=2
Cr 0.0646 0.3286 -0.4223 0.03 0.28 0.77 0.82
O 5.4205 -2.4902 -0.3397 0.01 -0.04 -0.01 0.00
C 4.1960 -1.9156 -0.4664 0.04 -0.03 -0.01 0.00
C 3.0236 -2.6322 -0.2214 0.00 0.05 -0.04 0.00
C 1.8275 -1.9651 -0.3810 0.09 0.04 0.02 0.00
N 1.8117 -0.7058 -0.7771 -0.24 0.12 0.08 0.00
C 2.9098 0.0092 -0.9530 0.08 -0.13 0.00 0.00
C 4.1544 -0.5679 -0.8219 -0.05 -0.02 -0.01 0.00
C 2.5997 1.4833 -1.1688 -0.12 0.14 0.10 0.00
O 3.5032 2.2702 -1.3880 0.06 0.03 -0.07 0.00
O 1.3424 1.7431 -1.0382 0.29 -0.25 -0.11 0.00
C 0.4367 -2.4798 -0.0313 -0.05 0.00 -0.05 0.00
O 0.3070 -3.6164 0.3896 -0.03 -0.09 0.01 0.00
O -0.4779 -1.5961 -0.2348 0.20 -0.18 -0.08 -0.01
H 5.3108 -3.4174 -0.1014 0.00 0.03 0.02 0.00
H 3.0237 -3.6631 0.1107 0.01 0.00 0.00 0.00
H 5.0532 0.0152 -0.9588 0.01 0.00 0.00 0.00
N 0.7605 0.2579 1.4816 0.18 0.00 -0.13 0.00
S 0.7924 0.9012 2.7835 -0.01 -0.08 -0.23 0.00
N -0.3032 1.9194 3.3123 -0.20 0.08 0.08 0.00
S -0.2139 3.4726 2.8556 -0.09 0.00 0.02 0.00
N 0.3612 3.9724 1.6216 -0.11 0.07 0.00 0.00
S -2.1900 2.5399 0.1458 0.46 -0.15 0.20 0.03
N -1.3940 1.2110 0.0538 -0.37 0.04 0.15 0.04
C -2.0947 3.3884 -1.4251 -0.19 -0.10 -0.11 0.02
C -0.9431 4.1581 -1.5413 -0.02 0.02 -0.05 0.00
C -0.6649 4.7427 -2.7671 0.04 0.01 -0.06 0.00
C -1.5224 4.5546 -3.8419 0.04 0.01 -0.01 0.00
C -2.6663 3.7784 -3.7076 -0.04 -0.08 -0.03 0.00
C -2.9566 3.1773 -2.4926 0.06 0.09 -0.06 0.00
C -3.9078 2.0734 0.2741 0.00 -0.03 -0.15 0.00
C -4.8948 3.0492 0.2354 -0.02 -0.08 -0.05 0.00
C -6.2119 2.6821 0.4577 0.01 0.06 -0.03 0.00
C -6.5308 1.3576 0.7294 -0.02 -0.02 0.03 0.00
C -5.5315 0.3975 0.7807 -0.02 -0.07 0.00 0.00
C -4.2075 0.7495 0.5550 -0.08 0.11 -0.07 0.00
C 0.5316 4.2026 4.3463 0.09 0.06 -0.04 0.00
C 0.1771 3.8441 5.6387 -0.09 0.03 0.00 0.00
C 0.8495 4.4042 6.7127 0.02 -0.01 0.00 0.00
C 1.8814 5.3101 6.4898 0.00 -0.01 0.02 0.00
C 2.2297 5.6623 5.1950 0.01 0.00 -0.02 0.00
C 1.5491 5.1107 4.1163 0.04 -0.05 0.02 0.00
C -1.9555 3.8955 3.1282 -0.02 0.13 0.04 0.00
C -2.9304 3.0013 3.5393 0.02 -0.04 0.07 0.00
C -4.2570 3.4132 3.5889 0.00 0.01 0.04 0.00
C -4.6001 4.7096 3.2379 0.00 0.00 0.03 0.00
C -3.6170 5.6009 2.8237 0.00 0.00 0.00 0.00
C -2.2948 5.1916 2.7595 0.01 -0.03 0.04 0.00
C 2.3693 1.7075 3.1117 0.06 -0.05 0.03 0.00
C 3.0310 1.6319 4.3280 0.01 0.04 0.02 0.00
C 4.2380 2.3002 4.4841 0.02 0.02 0.02 0.00
C 4.7696 3.0340 3.4324 -0.02 -0.01 0.01 0.00
C 4.0934 3.1072 2.2216 0.02 0.01 0.00 0.00
C 2.8862 2.4473 2.0566 0.09 -0.05 -0.03 0.00
C 0.7065 -0.3326 4.0899 0.06 -0.06 -0.09 0.00
C 1.1863 -1.5900 3.7547 -0.03 -0.03 0.04 0.00
C 1.1282 -2.6135 4.6883 -0.02 0.00 -0.01 0.00
C 0.5884 -2.3773 5.9453 0.00 0.00 0.00 0.00
C 0.1008 -1.1183 6.2682 0.00 -0.01 0.01 0.00
C 0.1560 -0.0899 5.3374 0.02 0.03 0.03 0.00
H -0.2715 4.2581 -0.6927 -0.02 -0.02 0.02 0.00
H 0.2396 5.3242 -2.8875 0.01 0.01 0.00 0.00
H -1.2837 4.9923 -4.8029 -0.01 0.03 -0.01 0.00
H -3.3126 3.6061 -4.5589 0.00 0.00 0.01 0.00
H -3.8300 2.5450 -2.3876 0.01 0.01 0.00 0.00
H -4.6374 4.0807 0.0274 0.03 0.00 0.02 0.00
H -6.9915 3.4324 0.4186 -0.01 0.00 0.00 0.00
H -7.5618 1.0752 0.9017 0.00 0.00 0.00 0.00
H -5.7781 -0.6358 0.9890 -0.02 0.00 0.01 0.00
H -3.4069 0.0207 0.5826 0.05 0.02 0.07 0.00
H -0.6239 3.1338 5.7992 -0.02 -0.02 -0.01 0.00
H 0.5790 4.1267 7.7241 0.00 0.01 0.00 0.00
H 2.4165 5.7350 7.3303 0.00 0.01 0.00 0.00
H 3.0391 6.3605 5.0212 0.01 0.00 0.00 0.00
H 1.8077 5.3340 3.0871 -0.03 0.02 -0.01 0.00
H -2.6485 1.9866 3.7855 0.01 -0.01 -0.01 0.00
H -5.0245 2.7097 3.8873 -0.01 -0.01 -0.01 0.00
H -5.6369 5.0217 3.2684 -0.01 0.00 0.00 0.00
H -3.8840 6.6099 2.5343 0.00 0.00 0.00 0.00
H -1.5186 5.8533 2.3936 0.01 -0.01 -0.01 0.00
H 2.6185 1.0599 5.1487 -0.01 -0.01 0.00 0.00
H 4.7628 2.2448 5.4299 0.00 0.00 0.00 0.00
H 5.7134 3.5506 3.5575 0.01 0.00 0.01 0.00
H 4.4978 3.6747 1.3934 0.00 0.01 0.00 0.00
H 2.3296 2.5311 1.1339 0.02 -0.05 -0.01 0.00
H 1.5653 -1.7621 2.7559 0.00 0.03 -0.02 0.00
H 1.4828 -3.6006 4.4215 0.01 0.00 0.01 0.00
H 0.5335 -3.1800 6.6702 0.00 0.00 0.00 0.00
H -0.3342 -0.9377 7.2432 0.00 0.00 0.00 0.00
H -0.2334 0.8920 5.5629 0.00 0.04 -0.01 0.00
Se -2.8905 -0.5857 -2.4052 1.13 0.44 -0.89 0.01
Se -3.8780 -0.2102 -4.3403 -0.04 -0.03 0.12 0.02
Se -0.1761 0.9412 -4.8210 -0.64 -0.62 1.04 0.03
Se -0.6479 0.1149 -2.7883 -0.70 0.33 -0.68 0.01